1.
Density functional theory data (ωB97M-V with the def2-TZVPD basis set) for a cluster of 3 separate species, C33H52F2NO7 in total.

CARTESIAN COORDINATES (ANGSTROEM)
C (1.00287, 1.95585, 1.90088)
C (1.17411, 1.91090, 0.31273)
C (2.65849, 1.44326, 0.01348)
C (2.75580, 0.50250, -1.27293)
C (3.56026, -0.81361, -0.87332)
C (2.52454, -1.74096, -0.09484)
C (3.04128, -3.21436, 0.09792)
C (2.05426, -4.10275, 0.98367)
C (1.13674, -5.03295, 0.06880)
C (0.18699, -4.06736, -0.74159)
C (-1.28428, -4.64201, -0.96726)
C (-2.20126, -3.39773, -1.21835)
C (-2.90842, -3.18124, -2.60839)
C (-2.61312, -3.98338, -3.88775)
C (-3.81731, -3.86268, -4.93764)
N (-3.76413, -2.20626, -2.42762)
C (-3.81815, -1.71549, -1.00173)
C (-3.47813, -3.11765, -0.33109)
C (-3.46444, -3.27145, 1.21931)
C (-3.41516, -1.94054, 2.02929)
C (-3.12527, -2.36336, 3.54029)
O (-4.64067, -1.20762, 1.99001)
C (-4.47158, 0.13458, 2.46385)
C (-4.12527, 1.06139, 1.24709)
C (-2.79840, 1.63518, 1.17863)
C (-2.49159, 2.48464, 0.02591)
C (-3.53200, 2.71561, -0.96373)
C (-4.87504, 2.14782, -0.86368)
C (-5.17985, 1.29254, 0.26704)
H (0.36480, 2.80646, 2.24907)
H (2.00479, 2.07048, 2.41794)
H (0.56870, 0.98816, 2.25843)
H (0.93192, 2.93983, -0.04973)
H (0.39222, 1.18938, -0.05612)
H (3.34154, 2.31556, -0.16646)
H (3.00292, 0.86188, 0.90596)
H (3.22933, 1.03714, -2.13871)
H (1.70509, 0.25380, -1.59948)
H (4.36994, -0.57177, -0.13981)
H (3.94645, -1.28615, -1.81052)
H (1.56457, -1.67765, -0.67048)
H (2.35977, -1.23240, 0.89851)
H (4.04016, -3.14194, 0.61375)
H (3.17769, -3.73552, -0.88865)
H (1.36999, -3.41516, 1.55986)
H (2.61356, -4.70383, 1.74478)
H (1.81587, -5.52812, -0.66904)
H (0.55850, -5.75979, 0.68947)
H (0.09778, -3.12125, -0.13462)
H (0.63008, -3.74285, -1.72168)
H (-1.61789, -5.23515, -0.07282)
H (-1.24731, -5.28507, -1.88024)
H (-1.62092, -2.42637, -1.12443)
H (-1.61518, -3.78589, -4.34324)
H (-2.61486, -5.06609, -3.57411)
H (-3.56459, -3.19303, -5.79140)
H (-4.72864, -3.52085, -4.37250)
H (-4.09501, -4.87988, -5.32484)
H (-4.32431, -1.87745, -3.21918)
H (-3.05633, -0.91046, -0.81804)
H (-4.87552, -1.41098, -0.82960)
H (-4.23764, -3.82820, -0.76612)
H (-4.33336, -3.91546, 1.51934)
H (-2.53957, -3.85321, 1.50054)
H (-2.58303, -1.29874, 1.62212)
H (-2.10306, -2.81056, 3.63714)
H (-3.33421, -1.54753, 4.26683)
H (-3.85673, -3.19651, 3.74669)
H (-3.65037, 0.26434, 3.21207)
H (-5.43672, 0.43386, 2.94931)
H (-2.01542, 1.46723, 1.95778)
H (-1.50374, 2.97311, -0.11219)
H (-3.29811, 3.37425, -1.82679)
H (-5.66912, 2.36046, -1.60943)
H (-6.17418, 0.82665, 0.44331)
C (5.36758, 5.99734, -2.82164)
C (5.71630, 4.67514, -2.20316)
O (4.68159, 4.48711, -1.25446)
C (3.59422, 5.14310, -1.75492)
O (2.48128, 4.98305, -1.36797)
O (3.94207, 5.99526, -2.75380)
F (6.89929, 4.73588, -1.54964)
H (5.75728, 6.84287, -2.25059)
H (5.71167, 6.08083, -3.85144)
H (5.72687, 3.83745, -2.90490)
C (3.20644, 5.51213, 2.74369)
C (3.44189, 4.57430, 3.89247)
O (4.75720, 4.88953, 4.29833)
C (4.93909, 6.20741, 3.98205)
O (5.81427, 6.88255, 4.40934)
O (3.98103, 6.64769, 3.11833)
F (3.41084, 3.28070, 3.48205)
H (3.57778, 5.11452, 1.79563)
H (2.15576, 5.77501, 2.62643)
H (2.75637, 4.71049, 4.73254)

Cartesian forces (eV/Å) of the 3 atoms listed first:
C 0.447 -0.031 -0.011
C 0.234 0.192 1.672
C -0.776 -0.175 -1.201

Its charge is +1. For the calculated total energy, the calculation gives -56313.37260 eV. The value obtained for the frontier orbital gap is 8.082 eV. Its strongest force on any atom is 2.6 eV Å⁻¹. The value obtained for the LUMO energy is -3.363 eV.

These are the Löwdin partial charges, in e, on atoms 1 to 6:
1 C -0.1244
2 C -0.2352
3 C -0.1937
4 C -0.1996
5 C -0.1952
6 C -0.2234

=====

2.
Density functional theory data (ωB97M-V with the def2-TZVPD basis set) for a structure of composition C33H52N2NiO2P.

CARTESIAN COORDINATES (ANGSTROEM)
Ni (0.76571, 0.00825, -0.42648)
C (1.80395, 3.20105, -3.00390)
C (1.71463, 1.96668, -2.17220)
N (0.83045, 1.83705, -1.23533)
O (-0.05809, 2.90546, -1.11374)
C (2.59829, 0.82425, -2.37028)
C (3.79275, 0.78448, -3.26279)
N (2.25633, -0.19933, -1.63399)
O (2.87923, -1.29766, -1.60426)
H (0.81447, 3.49085, -3.35408)
H (2.46355, 3.05846, -3.85406)
H (2.17913, 4.02706, -2.39573)
H (-0.35920, 2.84515, -0.19371)
H (4.20437, 1.77721, -3.43430)
H (3.55860, 0.33519, -4.23073)
H (4.55426, 0.16132, -2.79535)
C (4.03169, 2.49329, 0.74120)
C (2.98402, 2.85902, 1.79201)
C (3.60034, 2.87758, 3.19472)
C (1.79701, 1.92611, 1.76906)
C (1.96455, 0.54296, 1.74048)
C (0.87290, -0.33467, 1.79414)
C (1.12258, -1.79176, 2.13717)
C (2.45694, -2.33581, 1.62807)
C (1.06856, -1.92357, 3.66655)
C (-0.44414, 0.19372, 1.66180)
C (-0.63018, 1.59303, 1.81454)
C (0.50063, 2.40925, 1.87830)
C (-1.94584, 2.32725, 2.09003)
C (-3.22279, 1.93541, 1.35406)
C (-2.19019, 2.33486, 3.60919)
C (-1.61656, -0.75068, 1.55023)
C (-2.30878, -1.05367, 2.72110)
C (-3.47019, -1.80614, 2.70513)
C (-3.97097, -2.26354, 1.49793)
C (-3.26540, -2.01942, 0.33221)
C (-2.07110, -1.29389, 0.33124)
P (-1.07099, -1.16877, -1.21133)
C (-0.60385, -2.91717, -1.71828)
C (-1.75435, -3.92426, -1.80556)
C (0.38279, -3.44177, -0.67240)
C (0.13515, -2.84013, -3.06183)
C (-2.11248, -0.38238, -2.56381)
C (-3.13210, -1.30701, -3.23324)
C (-2.86180, 0.79237, -1.93655)
C (-1.17013, 0.17110, -3.64052)
H (4.80646, 3.25908, 0.70536)
H (3.59063, 2.40569, -0.25180)
H (4.52109, 1.54627, 0.97629)
H (2.60925, 3.86248, 1.57057)
H (3.97000, 1.88597, 3.46437)
H (2.87185, 3.18362, 3.94625)
H (4.44094, 3.57053, 3.23058)
H (2.96374, 0.12798, 1.75444)
H (0.30753, -2.38236, 1.72378)
H (3.28780, -1.94724, 2.22066)
H (2.64776, -2.09519, 0.58020)
H (2.47246, -3.41967, 1.74033)
H (1.86910, -1.33824, 4.12330)
H (1.20657, -2.96676, 3.95133)
H (0.12132, -1.58216, 4.07933)
H (0.35953, 3.47823, 2.00826)
H (-1.74869, 3.36898, 1.81519)
H (-3.56265, 0.92872, 1.58763)
H (-3.12289, 2.03143, 0.27770)
H (-4.00890, 2.62534, 1.66532)
H (-2.54183, 1.36027, 3.94817)
H (-2.96015, 3.06645, 3.85390)
H (-1.28600, 2.58920, 4.16242)
H (-1.94141, -0.66552, 3.66120)
H (-3.98992, -2.01775, 3.63005)
H (-4.89373, -2.82674, 1.46390)
H (-3.64859, -2.41635, -0.59544)
H (-2.15583, -4.15625, -0.81978)
H (-1.35186, -4.85226, -2.21817)
H (-2.57071, -3.61117, -2.45096)
H (-0.09625, -3.55165, 0.30044)
H (1.26667, -2.80696, -0.59924)
H (0.71909, -4.43465, -0.97971)
H (-0.53331, -2.63085, -3.89576)
H (0.59343, -3.81326, -3.24880)
H (0.93987, -2.10262, -3.04114)
H (-3.85641, -1.71674, -2.53091)
H (-2.66368, -2.12416, -3.77769)
H (-3.69264, -0.71353, -3.95938)
H (-3.58807, 0.45573, -1.19835)
H (-3.40214, 1.32216, -2.72435)
H (-2.17382, 1.50459, -1.47807)
H (-0.62651, -0.60819, -4.17122)
H (-0.45082, 0.86670, -3.21230)
H (-1.77200, 0.71407, -4.37263)

Cartesian forces (eV/Å) of the 3 atoms listed first:
Ni 0.042 0.273 0.109
C 0.010 0.012 0.029
C -0.195 0.049 0.055

For the energy above the lowest of the compared OMol25 structures with the same formula, charge and spin, the calculation gives 0.0 kJ/mol. Its charge is +1. For the calculated total energy, the calculation gives -92465.74354 eV. As for the expectation value of S²: 2.015. Its spin multiplicity is 3. The value obtained for the frontier orbital gap (alpha / beta) is 8.383 / 7.203 eV. Its strongest force on any atom is 0.4 eV Å⁻¹. The value obtained for the LUMO energy (alpha / beta) is -2.456 / -3.557 eV.

These are the Löwdin partial charges, in e, on atoms 1 to 6:
1 Ni 0.5862
2 C 0.0165
3 C -0.2763
4 N -0.0502
5 O -0.0170
6 C -0.2769

=====

3.
Density functional theory data (ωB97M-V with the def2-TZVPD basis set) for a structure of composition C33H52N3O3P2Sr.

CARTESIAN COORDINATES (ANGSTROEM)
C (-1.32147, -1.31092, -1.72976)
C (0.78488, -2.09625, -1.05773)
C (-1.43479, -2.30338, -2.70433)
C (0.63569, -3.21608, -1.91953)
C (-0.46647, -3.30906, -2.74951)
H (-2.29760, -2.29088, -3.36757)
H (1.43653, -3.95728, -1.93104)
H (-0.57806, -4.14835, -3.43573)
N (-0.27572, -1.23345, -0.89082)
P (-2.79452, 0.19585, 0.15234)
P (2.88645, -0.51396, 0.24485)
C (-2.41177, -0.22385, -1.60388)
H (-2.04022, 0.69726, -2.09610)
H (-3.32423, -0.51795, -2.14989)
C (0.72758, 3.09132, 2.19301)
O (1.11900, 3.96525, 2.82591)
C (2.03586, -1.91850, -0.36326)
H (2.60530, -2.85173, -0.27825)
C (3.98980, 0.11254, -1.21684)
C (3.89410, -1.17683, 1.78244)
C (-3.59176, 1.92508, 0.12401)
C (-3.95494, -1.22675, 0.66135)
C (4.21954, 1.61897, -0.97535)
H (4.76243, 1.80466, -0.03773)
H (4.81395, 2.03859, -1.80187)
H (3.26918, 2.16515, -0.92704)
C (5.31158, -0.65076, -1.31767)
H (5.97295, -0.48480, -0.45947)
H (5.13753, -1.72739, -1.44372)
H (5.84860, -0.30260, -2.21556)
C (3.24005, -0.10642, -2.53772)
H (3.80488, 0.35872, -3.36237)
H (3.12137, -1.17467, -2.76197)
H (2.24756, 0.34933, -2.52093)
C (4.76894, -0.02243, 2.30688)
H (4.17011, 0.87203, 2.53292)
H (5.25616, -0.34226, 3.24121)
H (5.56032, 0.26509, 1.60127)
C (2.89276, -1.58378, 2.87962)
H (2.32605, -0.72978, 3.28407)
H (2.18992, -2.35731, 2.53836)
H (3.45786, -2.01137, 3.72380)
C (4.75373, -2.39850, 1.45203)
H (5.51214, -2.20225, 0.68771)
H (5.28281, -2.69346, 2.37209)
H (4.14649, -3.25409, 1.13506)
C (-4.56586, -0.89357, 2.03314)
H (-5.18744, -1.74041, 2.36266)
H (-3.79264, -0.73215, 2.79837)
H (-5.21102, -0.00504, 2.00643)
C (-3.10855, -2.51164, 0.77762)
H (-2.71450, -2.83101, -0.19567)
H (-2.26453, -2.39818, 1.47178)
H (-3.74627, -3.32386, 1.16124)
C (-5.06662, -1.47707, -0.36199)
H (-5.67947, -2.31604, 0.00339)
H (-5.73145, -0.61528, -0.48625)
H (-4.67256, -1.76543, -1.34329)
C (-2.80148, 2.85026, -0.82244)
H (-2.92017, 2.55889, -1.87457)
H (-3.19545, 3.87515, -0.72292)
H (-1.72816, 2.87656, -0.58580)
C (-3.50816, 2.49685, 1.55622)
H (-2.46648, 2.62285, 1.89080)
H (-3.98338, 3.48975, 1.56993)
H (-4.02531, 1.86549, 2.29148)
C (-5.05003, 1.86604, -0.33913)
H (-5.14848, 1.40826, -1.33221)
H (-5.70358, 1.34223, 0.37011)
H (-5.42795, 2.89833, -0.41588)
Sr (0.07339, 0.15831, 1.35659)
N (0.68818, 1.62646, -0.54791)
C (0.72672, 1.90479, -1.69326)
C (0.71565, 2.58221, -2.94992)
C (0.56518, 3.98068, -2.95864)
C (0.87603, 1.89594, -4.17242)
C (0.61830, 4.68786, -4.16178)
H (0.41547, 4.50752, -2.01356)
C (0.97688, 2.60966, -5.36560)
H (0.92771, 0.80705, -4.17013)
C (0.85333, 4.00275, -5.36216)
H (0.48087, 5.76907, -4.16173)
H (1.15005, 2.07360, -6.30080)
H (0.93251, 4.55573, -6.29970)
N (-1.40234, -2.56352, 5.24313)
C (-0.93732, -1.14470, 5.41782)
C (-0.53827, -0.70788, 4.03485)
O (-0.10778, 0.46276, 3.82564)
O (-0.65277, -1.59939, 3.10869)
H (-2.38312, -2.66924, 5.51939)
H (-0.86222, -3.21462, 5.81847)
H (-1.26248, -2.73546, 4.21055)
H (-1.75121, -0.53189, 5.81580)
H (-0.09380, -1.12141, 6.11033)

Cartesian forces (eV/Å) of the 3 atoms listed first:
C -0.225 -0.153 -0.461
C 0.981 0.506 0.961
C -0.752 0.858 0.389

For the energy above the lowest of the compared OMol25 structures with the same formula, charge and spin, the calculation gives 0.0 kJ/mol. Its charge is +1. For the calculated total energy, the calculation gives -65087.95345 eV. The value obtained for the frontier orbital gap is 4.928 eV. Its strongest force on any atom is 4.2 eV Å⁻¹. The value obtained for the LUMO energy is -2.909 eV.

These are the Löwdin partial charges, in e, on atoms 1 to 6:
1 C -0.3789
2 C -0.3733
3 C -0.0797
4 C -0.0493
5 C -0.0766
6 H 0.1024